(1)
A structure of composition C9H20N3O2RhS at a distorted geometry. Source: OMol25; level of theory: wB97M-V/def2-TZVPD.

Computed properties:
Relative energy (zero: lowest compared OMol25 entry of this formula, charge and spin): 9.51 kcal per mole
HOMO-LUMO gap (alpha / beta): 4.609 / 4.235 eV
Total charge: +2

```
36
Properties=species:S:1:pos:R:3:nbo_charge:R:1
H -1.07453 3.38072 -1.17295 0.257
H -1.22733 1.18292 2.31135 0.430
H 4.51637 -1.32728 1.49175 0.240
H 2.99407 -2.35918 -0.41435 0.206
C -1.43673 2.39512 0.70265 -0.252
C -1.20243 -0.23238 -2.46475 -0.561
H -3.58103 -1.22738 -0.02615 0.290
H -3.28903 0.29242 -0.85975 0.240
H 3.03467 0.64252 1.60745 0.410
C 3.41487 -1.36908 1.48235 -0.252
H 0.87797 0.33122 -2.56185 0.236
H -0.95093 -0.96268 -3.23375 0.288
H -2.44753 -0.62628 1.93345 0.250
H -0.24913 1.51502 -3.24755 0.251
H -0.63643 2.98122 1.16845 0.235
C 3.03937 -2.57028 0.65545 -0.513
N -0.03403 1.52262 -1.12955 -0.568
O 1.45067 -4.18548 1.39265 -0.519
H -3.48833 0.75212 1.51645 0.250
S -1.38263 -1.19098 -0.91455 0.547
H 3.09907 -1.49428 2.52435 0.228
H 0.80027 2.11242 -1.11425 0.423
O 0.68977 -2.14018 0.86675 -0.691
C -1.20723 2.35452 -0.81375 -0.258
N -1.39693 1.05322 1.31235 -0.526
H 3.35587 0.11642 0.08595 0.406
N 2.86167 -0.11778 0.94875 -0.825
C -2.59163 0.19182 1.21965 -0.258
H -2.17283 0.19002 -2.71585 0.251
H -2.07983 1.95072 -1.32215 0.216
H -2.38523 2.90722 0.90755 0.250
C -2.86083 -0.41448 -0.15385 -0.553
C 1.50237 -3.05358 1.03415 0.793
H 3.67207 -3.42988 0.85765 0.271
C -0.09093 0.81752 -2.41395 -0.248
Rh 0.47637 0.01142 0.53995 1.055
```

---

(2)
A structure of composition H8LiO4. Source: OMol25; level of theory: wB97M-V/def2-TZVPD.

Computed properties:
Relative energy (zero: lowest compared OMol25 entry of this formula, charge and spin): 2.01 kcal per mole
HOMO-LUMO gap: 12.713 eV
Total charge: +1

```
13
Properties=species:S:1:pos:R:3:nbo_charge:R:1
H -2.33082 1.24382 1.26607 0.512
Li -0.10251 0.07468 -0.07085 0.920
O 1.88507 1.04529 0.33638 -0.979
H -1.26730 -0.45173 -2.51437 0.503
H -1.39684 0.42125 2.16574 0.497
O -0.47493 -0.03985 -2.14405 -0.985
H -0.17693 -2.26979 1.10473 0.501
H 2.20270 1.11551 1.24612 0.497
O 0.22049 -1.80073 0.35929 -0.992
H -0.17919 0.59531 -2.81007 0.502
H 0.80769 -2.44377 -0.06010 0.512
H 2.31717 1.76654 -0.13943 0.500
O -1.50459 0.74348 1.26052 -0.988
```

---

(3)
A structure of composition C25H20F10N4Tc. Source: OMol25; level of theory: wB97M-V/def2-TZVPD.

Computed properties:
Spin multiplicity: 2
Relative energy (zero: lowest compared OMol25 entry of this formula, charge and spin): 0.00 kcal per mole
HOMO-LUMO gap (alpha / beta): 6.420 / 6.725 eV
Total charge: +2

```
60
Properties=species:S:1:pos:R:3:lowdin_spin:R:1
Tc -0.32000 0.43034 -0.38629 0.671
C -3.34929 -3.67227 1.47381 -0.003
H -1.84184 3.57698 -0.65469 0.000
H 2.62931 1.80781 1.80958 0.000
H 0.90666 3.60992 1.73199 0.000
F 2.64062 -0.41478 -1.66158 0.003
C -1.05866 0.38846 -2.74087 0.001
H 1.69019 -4.05779 -0.12386 0.001
C 4.61803 -2.33273 0.28093 0.002
F -2.29004 -3.95333 3.55504 0.000
C 0.92267 2.78050 1.01834 0.002
H 0.07695 -3.89231 -0.85313 0.000
C 1.18806 -2.09216 -0.79664 0.028
C -1.43993 2.38315 1.64101 0.003
H -1.19846 -0.68420 -2.72464 0.000
F 3.82706 -2.87738 -1.84012 0.003
H -0.77121 0.74761 2.93188 0.000
C -0.85848 3.72523 -0.22045 0.001
F -3.95497 -4.82959 1.59841 -0.001
N 0.19928 -1.32614 -0.77478 0.221
H -1.21511 3.11007 2.42582 0.000
H 1.06630 0.28271 -3.12860 0.001
C 0.33113 2.28729 -3.31966 0.006
C -2.50216 -3.21685 2.48161 0.000
C 4.40568 -1.56093 1.49332 0.019
C -1.52932 0.97809 2.18704 0.005
H -0.14159 3.93043 -1.00861 0.000
F -3.04936 -0.96895 -0.90601 -0.001
H -3.15281 0.82553 -2.48327 0.000
N 1.47206 0.45109 0.67791 -0.018
H 1.51144 3.09435 0.15529 0.000
H -2.49744 0.83000 2.66751 -0.001
C 3.73032 -2.22147 -0.70483 0.015
N -1.39271 0.04451 1.05535 -0.023
C 2.52675 -1.33216 -0.62282 0.021
F -1.00213 -1.60894 3.28336 0.000
C 1.58168 1.57261 1.64073 -0.001
C -2.04723 -1.20664 1.20288 -0.003
C -2.17311 1.23644 -2.68525 0.014
H 1.14616 1.29731 2.59910 -0.001
H 1.29867 2.69430 -3.58355 0.000
C -0.80237 3.09405 -3.37264 0.005
C 0.21144 0.93511 -3.02220 0.000
H 1.53135 -3.89711 -1.87330 -0.001
F -4.32037 -3.34017 -0.64363 0.000
H -0.89265 4.57960 0.46109 0.000
C -3.53361 -2.91092 0.32506 0.001
C -2.87799 -1.69818 0.20182 -0.002
H -2.92324 3.20491 -3.07379 0.000
C -2.04288 2.57654 -3.03702 0.004
N -0.45116 2.51038 0.52778 0.007
C 1.11465 -3.57618 -0.91724 0.011
C 2.41699 -0.45086 0.63874 0.007
H -0.71140 4.12834 -3.67794 0.000
F 5.67467 -3.10485 0.24467 -0.001
C -1.86052 -1.99989 2.33890 -0.004
F 3.26435 -0.08357 2.84943 -0.002
H -2.40957 2.64265 1.21758 0.000
F 5.23942 -1.77316 2.46154 0.007
C 3.38971 -0.67280 1.65988 0.000
```

---

(4)
A structure of composition C30H31AsCrN4O4S3. Source: OMol25; level of theory: wB97M-V/def2-TZVPD.

Computed properties:
Spin multiplicity: 2
Relative energy (zero: lowest compared OMol25 entry of this formula, charge and spin): 0.00 kcal per mole
HOMO-LUMO gap (alpha / beta): 6.961 / 7.061 eV
Total charge: -1

```
74
Properties=species:S:1:pos:R:3:lowdin_spin:R:1
C -1.42240 -1.24004 1.73010 0.002
H 2.78316 2.83363 -2.23715 0.000
As -0.05774 -0.63004 -2.79460 -0.006
S -3.45871 -2.55153 -1.30305 0.000
H 0.70651 -4.28670 3.20754 0.000
H -0.73165 5.83826 -3.97671 0.000
H -5.07651 -1.35256 -0.10397 0.000
C -1.44206 0.33276 -3.80244 -0.001
H 1.59771 6.08864 -4.77014 0.000
H -3.16114 -4.68696 -0.27881 0.000
C -2.49281 -3.88922 -0.60206 0.000
S 2.14561 -1.99304 -0.64370 -0.006
C 4.37570 -3.38089 0.98757 0.001
H -2.36422 -0.20277 -3.57854 0.000
H -3.01909 -2.97474 4.17636 0.000
H 2.39188 -0.59134 -3.25989 0.000
O 1.27389 1.33117 -1.09766 0.009
C -0.22568 -2.44256 -3.48130 -0.002
C 2.84148 -1.48180 0.85462 -0.002
C -0.20559 1.66179 -7.12311 0.000
H 1.67835 0.95070 -3.74718 0.000
C -1.29874 -0.43582 -7.51430 0.000
H 3.36571 4.59663 -3.89209 0.000
C -1.58222 -0.53785 -6.15938 0.000
C 0.38419 -3.40435 2.65775 0.001
C 2.02958 3.50934 -2.61811 0.000
C -4.54418 -2.28073 0.09524 0.000
H -2.12594 -1.39748 -5.78436 0.000
O -1.05546 -3.45896 2.65109 0.000
C -2.80839 -2.14949 3.50751 -0.001
H -1.50915 1.31790 -3.33591 0.000
H -1.23309 -2.81655 -3.30519 0.000
C 2.34513 4.49096 -3.54697 0.000
N 4.81829 -4.35966 0.56845 0.003
H 1.49690 -0.47222 -4.80751 0.000
H -0.17043 2.33792 -5.08780 0.000
H -1.82077 -4.25575 -1.37588 0.000
C -1.90293 1.05913 0.90661 -0.008
C 0.39200 2.25679 -1.22744 0.001
O -0.46507 -1.46459 0.85855 0.027
C -3.26382 0.04701 2.67211 -0.001
C 3.83320 -2.17455 1.52066 0.008
N 4.75687 -1.35435 3.78453 0.003
H -0.38479 0.74421 -9.05796 0.000
H 0.78293 -3.41526 1.64597 0.001
C -0.27093 4.21456 -2.65779 0.000
H 0.49018 -3.07245 -2.95300 0.000
N -0.77113 2.27476 -0.64178 0.003
C -1.17836 0.45315 -5.26766 0.000
C 4.34180 -1.72024 2.77311 0.000
H -1.91388 -3.49523 0.23054 0.000
H -5.24983 -3.11024 0.14995 0.000
C -1.73534 -2.27763 2.64778 -0.001
C -0.48830 1.55634 -5.77036 0.000
C 0.04484 5.18890 -3.59203 0.000
C 1.55000 -0.12933 -3.77447 0.001
H -1.62175 -1.21731 -8.19082 0.000
C -2.18784 -0.06105 1.78146 -0.002
H -0.00876 -2.46007 -4.54945 0.000
H 0.73267 -2.50275 3.16375 0.000
S 2.12919 -0.02154 1.42650 -0.044
H -3.97000 -2.19185 1.01514 0.000
C 1.35330 5.32898 -4.03806 0.000
C -0.60737 0.66392 -8.00169 0.000
O -2.54646 -1.36581 -1.38137 0.000
H -4.42108 -0.90422 4.20258 0.000
H -1.28440 4.08872 -2.30036 0.000
H -3.84125 0.96400 2.67988 0.000
C 0.72025 3.36730 -2.17105 -0.001
C -3.58718 -0.99023 3.51890 -0.002
H 0.33209 2.52639 -7.49180 0.000
N -0.89090 1.10391 0.12740 -0.005
Cr 0.49141 -0.29904 -0.23655 1.023
H -2.57052 1.91872 0.91997 -0.001
```

---

What did the third record say?
A structure of composition C25H20F10N4Tc. Source: OMol25; level of theory: wB97M-V/def2-TZVPD.

Computed properties:
Spin multiplicity: 2
Relative energy (zero: lowest compared OMol25 entry of this formula, charge and spin): 0.00 kcal per mole
HOMO-LUMO gap (alpha / beta): 6.420 / 6.725 eV
Total charge: +2

```
60
Properties=species:S:1:pos:R:3:lowdin_spin:R:1
Tc -0.32000 0.43034 -0.38629 0.671
C -3.34929 -3.67227 1.47381 -0.003
H -1.84184 3.57698 -0.65469 0.000
H 2.62931 1.80781 1.80958 0.000
H 0.90666 3.60992 1.73199 0.000
F 2.64062 -0.41478 -1.66158 0.003
C -1.05866 0.38846 -2.74087 0.001
H 1.69019 -4.05779 -0.12386 0.001
C 4.61803 -2.33273 0.28093 0.002
F -2.29004 -3.95333 3.55504 0.000
C 0.92267 2.78050 1.01834 0.002
H 0.07695 -3.89231 -0.85313 0.000
C 1.18806 -2.09216 -0.79664 0.028
C -1.43993 2.38315 1.64101 0.003
H -1.19846 -0.68420 -2.72464 0.000
F 3.82706 -2.87738 -1.84012 0.003
H -0.77121 0.74761 2.93188 0.000
C -0.85848 3.72523 -0.22045 0.001
F -3.95497 -4.82959 1.59841 -0.001
N 0.19928 -1.32614 -0.77478 0.221
H -1.21511 3.11007 2.42582 0.000
H 1.06630 0.28271 -3.12860 0.001
C 0.33113 2.28729 -3.31966 0.006
C -2.50216 -3.21685 2.48161 0.000
C 4.40568 -1.56093 1.49332 0.019
C -1.52932 0.97809 2.18704 0.005
H -0.14159 3.93043 -1.00861 0.000
F -3.04936 -0.96895 -0.90601 -0.001
H -3.15281 0.82553 -2.48327 0.000
N 1.47206 0.45109 0.67791 -0.018
H 1.51144 3.09435 0.15529 0.000
H -2.49744 0.83000 2.66751 -0.001
C 3.73032 -2.22147 -0.70483 0.015
N -1.39271 0.04451 1.05535 -0.023
C 2.52675 -1.33216 -0.62282 0.021
F -1.00213 -1.60894 3.28336 0.000
C 1.58168 1.57261 1.64073 -0.001
C -2.04723 -1.20664 1.20288 -0.003
C -2.17311 1.23644 -2.68525 0.014
H 1.14616 1.29731 2.59910 -0.001
H 1.29867 2.69430 -3.58355 0.000
C -0.80237 3.09405 -3.37264 0.005
C 0.21144 0.93511 -3.02220 0.000
H 1.53135 -3.89711 -1.87330 -0.001
F -4.32037 -3.34017 -0.64363 0.000
H -0.89265 4.57960 0.46109 0.000
C -3.53361 -2.91092 0.32506 0.001
C -2.87799 -1.69818 0.20182 -0.002
H -2.92324 3.20491 -3.07379 0.000
C -2.04288 2.57654 -3.03702 0.004
N -0.45116 2.51038 0.52778 0.007
C 1.11465 -3.57618 -0.91724 0.011
C 2.41699 -0.45086 0.63874 0.007
H -0.71140 4.12834 -3.67794 0.000
F 5.67467 -3.10485 0.24467 -0.001
C -1.86052 -1.99989 2.33890 -0.004
F 3.26435 -0.08357 2.84943 -0.002
H -2.40957 2.64265 1.21758 0.000
F 5.23942 -1.77316 2.46154 0.007
C 3.38971 -0.67280 1.65988 0.000
```

---

Which formula does entry 2 have? H8LiO4